i | A molecular structure, C10H20O20S5. Source: OMol25; level of theory: ωB97M-V/def2-TZVPD.

Frontier orbital gap in eV: 7.16
Charge: 0

Last column: Mulliken charge in e.
Positions of all 55 atoms, in Å:
C  -11.72583  4.27798  -20.88899  -0.40
C  -10.57871  3.29736  -20.43552  -0.35
O  -9.57070  4.15649  -19.77478  -0.31
S  -10.03671  5.73973  -19.72948  1.18
O  -9.30377  6.44260  -20.84142  -0.61
O  -9.89228  6.32720  -18.41982  -0.25
O  -11.69797  5.32657  -20.00761  -0.33
H  -12.70537  3.84904  -20.67776  0.30
H  -11.58391  4.60308  -21.91965  0.32
H  -10.21144  2.76451  -21.31260  0.32
H  -11.03153  2.73559  -19.61853  0.32
C  -10.52019  7.75634  -17.74621  -0.15
C  -9.36152  8.22852  -18.53123  -1.26
O  -9.01072  9.44657  -18.03524  -0.23
S  -10.32549  10.33046  -17.57157  1.52
O  -10.93449  11.03910  -18.72664  -0.62
O  -10.08674  11.09387  -16.32710  -0.33
O  -11.18652  8.98952  -17.36208  -0.58
H  -10.07121  7.53234  -16.77858  0.45
H  -11.10535  6.86055  -17.95418  0.60
H  -9.47078  8.26575  -19.61510  0.42
H  -8.52134  7.57147  -18.30655  0.43
C  -8.02917  12.45032  -16.64617  0.03
C  -8.90392  11.95362  -15.51246  0.30
O  -8.04390  12.38455  -14.50430  -0.63
S  -7.55591  14.08134  -14.67063  1.05
O  -6.16365  14.21696  -14.25670  -0.55
O  -8.51427  15.13554  -14.18798  -0.48
O  -7.67008  13.79826  -16.33856  -0.41
H  -8.64210  12.46505  -17.54739  0.31
H  -7.22461  11.74916  -16.86789  0.17
H  -8.82522  10.86898  -15.43869  0.16
H  -9.82753  12.53247  -15.51126  0.11
C  -12.52812  12.49561  -17.46360  -0.38
C  -10.96607  12.56207  -17.47812  -0.28
O  -10.72029  13.76233  -16.77419  -0.38
S  -12.03888  14.34139  -15.92404  1.09
O  -12.66126  15.36623  -16.63112  -0.59
O  -11.80867  14.64966  -14.51017  -0.56
O  -12.88997  12.93771  -16.16065  -0.43
H  -12.76060  11.44623  -17.64489  0.48
H  -12.90707  13.01699  -18.34261  0.30
H  -10.37507  12.52858  -18.39338  1.01
H  -10.56956  11.81221  -16.79359  -0.71
C  -5.30210  8.61789  -17.21257  -0.30
C  -5.06813  8.41479  -15.77629  -0.44
O  -6.32247  8.15428  -15.26363  -0.37
S  -7.31078  7.40205  -16.38665  1.21
O  -8.61747  8.08551  -16.35717  -0.30
O  -7.18763  5.95434  -16.33581  -0.69
O  -6.42548  7.84723  -17.65709  -0.33
H  -4.41937  8.22121  -17.71410  0.28
H  -5.41804  9.68813  -17.38360  0.23
H  -4.46805  9.17891  -15.28221  0.35
H  -4.52306  7.47378  -15.70217  0.36



ii | 5 unconnected molecules or ions with the total composition C10H20O20S5. Source: OMol25; level of theory: ωB97M-V/def2-TZVPD.

Frontier orbital gap in eV: 10.79
SMILES: O=S1(=O)OCCO1.O=S1(=O)OCCO1.O=S1(=O)OCCO1.O=S1(=O)OCCO1.O=S1(=O)OCCO1
Charge: 0

Last column: Mulliken charge in e.
Positions of all 55 atoms, in Å:
C  6.56716  -0.26260  7.43549  -0.30
C  7.48340  -0.06095  8.62113  -0.20
O  7.16138  -1.08430  9.57815  -0.34
S  5.51625  -1.43091  9.43098  1.07
O  4.74712  -0.28517  9.95292  -0.52
O  5.22978  -2.86777  9.80199  -0.51
O  5.62683  -1.28214  7.81946  -0.30
H  7.02133  -0.55556  6.48892  0.28
H  5.95406  0.63424  7.34671  0.28
H  7.44357  1.01178  8.81020  0.25
H  8.54139  -0.20712  8.40342  0.31
C  0.07223  0.78890  1.19933  -0.22
C  0.46447  -0.47204  2.10696  -0.25
O  1.53940  -0.01368  2.80205  -0.33
S  1.56578  1.54143  3.18585  1.11
O  2.90504  2.05336  3.01626  -0.52
O  0.96412  1.70718  4.50263  -0.53
O  0.53636  1.93206  1.94149  -0.29
H  -0.99288  0.83839  0.97312  0.28
H  0.65040  0.65165  0.28556  0.28
H  0.82108  -1.35656  1.57918  0.22
H  -0.28931  -0.76811  2.83653  0.27
C  -0.24537  2.69247  -7.00091  -0.33
C  -1.70236  2.97129  -6.81216  -0.21
O  -1.74905  3.91061  -5.68198  -0.32
S  -0.28381  4.09134  -4.93880  1.07
O  -0.20787  3.71738  -3.48657  -0.49
O  0.23192  5.40009  -5.37963  -0.52
O  0.27706  2.80533  -5.69933  -0.30
H  0.22501  3.35423  -7.72818  0.27
H  -0.12738  1.63771  -7.24927  0.28
H  -2.09465  2.00691  -6.48938  0.25
H  -2.22731  3.39795  -7.66685  0.29
C  0.61392  -4.68317  -3.08818  -0.31
C  0.08428  -3.25664  -3.16160  -0.31
O  -0.96697  -3.14653  -2.25621  -0.27
S  -1.29249  -4.49115  -1.45761  1.15
O  -2.15591  -5.23821  -2.35004  -0.56
O  -1.62910  -4.26787  -0.03645  -0.51
O  0.19658  -5.05736  -1.73174  -0.35
H  1.69666  -4.70120  -3.21244  0.31
H  0.10581  -5.31316  -3.81828  0.30
H  -0.37664  -3.06367  -4.13032  0.24
H  0.82080  -2.45313  -3.16563  0.31
C  -5.42599  1.48488  -2.55977  -0.20
C  -6.93943  1.57164  -2.34314  -0.51
O  -7.18777  1.02318  -1.02316  -0.33
S  -6.30465  -0.38080  -0.97142  1.09
O  -6.93407  -1.42076  -1.78941  -0.53
O  -5.93883  -0.79113  0.39009  -0.52
O  -5.06285  0.34297  -1.76344  -0.26
H  -4.84636  2.35493  -2.25135  0.32
H  -5.32591  1.43593  -3.64406  0.23
H  -7.46543  0.96878  -3.08340  0.33
H  -7.29069  2.58492  -2.53798  0.37



Among the structures above, stability is smallest for i.